85
Properties=species:S:1:pos:R:3:forces:R:3 method="wB97M-V/def2-TZVPD" de_lowest_kj_mol=74.96 e_homo_ev="-9.52 / -9.51" total_charge=+1 gap_ev="5.954 / 5.937" multiplicity=1
Rh 0.2234 0.5147 -0.1518 0.8 0.0 0.7
C 0.3098 1.4693 3.1761 0.0 -0.2 -0.1
Si 0.0914 -0.0264 2.0523 -0.1 0.1 0.5
C 1.4666 -1.2824 2.3994 0.0 0.0 0.0
C 1.6302 -1.9570 3.6070 0.0 0.0 0.0
C 2.6823 -2.8454 3.7834 0.0 0.0 0.0
C 3.6001 -3.0639 2.7634 0.0 0.0 0.0
C 3.4733 -2.3900 1.5596 0.0 0.0 0.0
C 2.4129 -1.5061 1.3920 -0.2 0.0 0.0
P 2.1258 -0.5497 -0.0994 1.0 0.5 0.2
C 2.5314 1.1422 0.1549 -1.1 -0.6 -0.7
C 2.2375 2.2044 -0.9025 0.0 -0.1 -0.1
C 3.2050 3.3547 -0.8779 0.2 0.1 0.1
C 3.8810 3.6501 0.2378 -0.2 0.1 -0.3
C 3.7876 2.7974 1.4061 -0.1 -0.5 0.1
C 3.1790 1.5904 1.3488 0.3 0.5 0.6
C 3.0266 -1.2600 -1.4772 -0.5 -0.3 -0.2
C 2.6992 -2.5621 -1.8628 0.0 0.0 0.0
C 3.3811 -3.1621 -2.9074 0.0 0.0 0.0
C 4.3760 -2.4621 -3.5784 0.0 0.0 0.0
C 4.6986 -1.1669 -3.1995 0.0 0.0 0.0
C 4.0303 -0.5635 -2.1454 0.0 0.1 0.1
C -1.6322 -0.7163 2.4181 0.0 0.0 -0.2
C -2.1415 -0.9320 3.6987 0.0 0.0 0.0
C -3.4536 -1.3433 3.8746 -0.1 0.0 0.0
C -4.2867 -1.5348 2.7770 0.0 0.0 0.1
C -3.8056 -1.3240 1.4957 0.0 0.0 0.0
C -2.4839 -0.9268 1.3268 0.2 0.1 0.1
P -1.7135 -0.6604 -0.2874 -0.2 0.0 -0.5
C -2.9926 -0.0853 -1.4297 -0.2 -0.1 0.1
C -3.1846 1.2901 -1.5376 0.0 -0.1 0.0
C -4.1980 1.7921 -2.3374 0.0 0.0 0.0
C -5.0187 0.9231 -3.0429 0.0 0.0 0.0
C -4.8304 -0.4483 -2.9442 0.0 0.0 0.0
C -3.8234 -0.9538 -2.1363 0.0 0.0 0.0
C -1.2620 -2.3187 -0.8763 -0.1 -0.1 0.0
C -1.2023 -3.4130 -0.0174 0.1 0.0 0.0
C -0.7851 -4.6490 -0.4945 0.0 0.0 0.0
C -0.4425 -4.8040 -1.8297 0.0 0.0 0.0
C -0.5014 -3.7145 -2.6904 0.0 0.0 0.0
C -0.8973 -2.4764 -2.2144 0.0 0.0 0.0
H 0.4995 1.1058 4.1915 0.0 0.0 0.0
H -0.5988 2.0719 3.1998 0.0 0.0 0.0
H 1.1406 2.1088 2.8872 0.0 0.0 0.0
H 0.9235 -1.8112 4.4160 0.0 0.0 0.0
H 2.7862 -3.3776 4.7199 0.0 0.0 0.0
H 4.4166 -3.7584 2.9092 0.0 0.0 0.0
H 4.1878 -2.5511 0.7618 0.0 0.0 0.0
H 2.1864 1.7672 -1.9068 0.0 0.1 0.0
H 3.2763 3.9692 -1.7665 0.0 0.0 0.0
H 4.5376 4.5088 0.2707 0.0 0.0 0.0
H 4.3213 3.0781 2.3038 0.0 0.0 0.0
H 3.2820 0.9066 2.1828 -0.1 0.0 0.0
H 1.9147 -3.1029 -1.3462 0.0 0.0 0.0
H 3.1342 -4.1736 -3.2018 0.0 0.0 0.0
H 4.9058 -2.9307 -4.3969 0.0 0.0 0.0
H 5.4804 -0.6288 -3.7181 0.0 0.0 0.0
H 4.3009 0.4367 -1.8305 0.0 0.0 0.0
H -1.5248 -0.7549 4.5725 0.0 0.0 0.0
H -3.8393 -1.4988 4.8736 0.0 0.0 0.0
H -5.3139 -1.8397 2.9251 0.0 0.0 0.0
H -4.4525 -1.4587 0.6374 0.0 0.0 0.0
H -2.5420 1.9694 -0.9901 0.0 0.0 0.0
H -4.3452 2.8617 -2.4115 0.0 0.0 0.0
H -5.8063 1.3152 -3.6724 0.0 0.0 0.0
H -5.4701 -1.1246 -3.4951 0.0 0.0 0.0
H -3.6792 -2.0250 -2.0623 0.0 0.0 0.0
H -1.4790 -3.3098 1.0242 0.0 0.0 0.0
H -0.7430 -5.4942 0.1796 0.0 0.0 0.0
H -0.1353 -5.7725 -2.2019 0.0 0.0 0.0
H -0.2361 -3.8287 -3.7334 0.0 0.0 0.0
H -0.9366 -1.6313 -2.8931 0.0 0.0 0.0
O -0.0950 3.1954 -1.6066 0.0 0.0 0.0
B 0.8159 2.8954 -0.6017 0.3 0.3 -0.3
O 0.4468 3.4649 0.6058 0.0 -0.1 0.1
C -0.7188 4.1509 0.3379 -0.1 0.1 -0.1
C -1.5005 4.8873 1.1992 0.0 0.0 0.0
C -2.6336 5.4789 0.6468 0.0 0.0 0.0
C -2.9529 5.3321 -0.6997 0.0 0.0 0.0
C -2.1565 4.5822 -1.5613 0.1 0.0 0.0
C -1.0403 3.9999 -1.0031 -0.1 0.1 0.1
H -1.2416 5.0030 2.2420 0.0 0.0 0.0
H -3.2783 6.0729 1.2797 0.0 0.0 0.0
H -3.8385 5.8156 -1.0887 0.0 0.0 0.0
H -2.3923 4.4641 -2.6098 0.0 0.0 0.0

87
Properties=species:S:1:pos:R:3:forces:R:3 method="wB97M-V/def2-TZVPD" e_homo_ev=-10.04 total_charge=+1 gap_ev=7.758 multiplicity=1
Cd 1.1465 -1.1556 -0.1470 -0.2 0.3 0.2
C -3.9708 3.2737 -0.5732 0.0 0.0 0.0
C -3.1997 2.8555 0.6919 0.1 0.0 0.0
C -3.7753 3.5872 1.9101 0.0 0.0 0.0
C -3.3398 1.3487 0.8635 -0.1 0.0 0.0
C -4.5032 0.7750 1.3751 0.0 0.0 0.0
C -4.6720 -0.5964 1.4511 0.1 0.0 0.0
C -3.6732 -1.4357 0.9827 0.0 -0.1 0.1
C -2.5020 -0.9085 0.4517 -0.1 0.0 0.1
P -1.2462 -1.9879 -0.2860 0.2 0.1 -0.1
C -1.4957 -3.6263 0.4300 0.0 -0.1 0.0
C -0.7309 -3.9996 1.5340 0.0 0.0 0.0
C -0.9055 -5.2470 2.1149 0.0 0.0 0.0
C -1.8370 -6.1311 1.5886 0.0 0.0 0.0
C -2.5898 -5.7707 0.4785 0.0 0.0 0.0
C -2.4199 -4.5232 -0.1011 0.0 0.0 -0.1
C -1.6922 -2.0953 -2.0365 0.0 0.0 0.0
C -2.9948 -1.8858 -2.4875 0.0 0.1 0.0
C -3.2903 -2.0211 -3.8351 0.1 0.0 0.0
C -2.2902 -2.3654 -4.7361 0.0 0.0 0.0
C -0.9927 -2.5729 -4.2921 0.0 0.0 0.0
C -0.6908 -2.4363 -2.9448 0.0 -0.1 -0.1
C -2.3523 0.4817 0.4233 0.2 0.1 0.0
O -1.1609 0.9434 -0.0833 0.0 -0.1 -0.1
C -0.7960 2.2521 0.1263 -0.1 -0.1 0.0
C 0.5538 2.5588 -0.0603 0.0 0.1 0.1
C 0.9682 3.8777 0.1104 0.0 0.0 0.0
C 0.0560 4.8600 0.4482 0.0 -0.1 0.0
C -1.2719 4.5158 0.6459 0.0 0.0 0.0
C -1.7294 3.2089 0.5056 0.0 0.1 0.0
P 1.7989 1.3003 -0.4214 0.0 -0.1 -0.1
C 2.4326 1.6321 -2.0834 0.0 0.0 -0.1
C 1.9301 2.6560 -2.8830 0.0 0.0 0.0
C 2.4162 2.8309 -4.1718 0.0 0.0 0.0
C 3.4021 1.9907 -4.6674 0.0 0.0 0.0
C 3.8989 0.9624 -3.8776 0.0 0.0 0.0
C 3.4088 0.7742 -2.5958 0.0 0.0 0.0
C 3.1162 1.6412 0.7843 0.0 0.0 0.0
C 2.7435 1.8670 2.1104 0.0 0.0 0.0
C 3.7060 1.9832 3.0981 0.0 0.0 0.0
C 5.0526 1.8648 2.7712 0.0 0.0 0.0
C 5.4269 1.6459 1.4552 0.0 0.0 0.0
C 4.4628 1.5340 0.4601 0.1 0.0 0.0
H -5.0271 3.0177 -0.4757 0.0 0.0 0.0
H -3.5760 2.7687 -1.4563 0.0 0.0 0.0
H -3.8882 4.3505 -0.7282 0.0 0.0 0.0
H -4.8368 3.3752 2.0255 0.0 0.0 0.0
H -3.6915 4.6662 1.7979 0.0 0.0 0.0
H -3.2620 3.2952 2.8269 0.0 0.0 0.0
H -5.3032 1.4165 1.7186 0.0 0.0 0.0
H -5.5820 -1.0104 1.8620 0.0 0.0 0.0
H -3.8029 -2.5097 1.0321 0.0 0.0 0.0
H 0.0148 -3.3241 1.9387 0.0 0.0 0.0
H -0.3034 -5.5332 2.9667 0.0 0.0 0.0
H -1.9690 -7.1072 2.0355 0.0 0.0 0.0
H -3.3050 -6.4650 0.0585 0.0 0.0 0.0
H -2.9974 -4.2571 -0.9790 0.0 0.0 0.0
H -3.7787 -1.6040 -1.7934 0.0 0.0 0.0
H -4.3008 -1.8547 -4.1830 0.0 0.0 0.0
H -2.5237 -2.4690 -5.7874 0.0 0.0 0.0
H -0.2115 -2.8386 -4.9911 0.0 0.0 0.0
H 0.3266 -2.6122 -2.6112 0.0 0.0 0.0
H 2.0156 4.1260 -0.0124 0.0 0.0 0.0
H 0.3757 5.8854 0.5683 0.0 0.0 0.0
H -1.9729 5.2942 0.9149 0.0 0.0 0.0
H 1.1583 3.3158 -2.5113 0.0 0.0 0.0
H 2.0221 3.6280 -4.7879 0.0 0.0 0.0
H 3.7801 2.1330 -5.6709 0.0 0.0 0.0
H 4.6621 0.2964 -4.2577 0.0 0.0 0.0
H 3.7985 -0.0455 -2.0048 0.0 0.0 0.0
H 1.6952 1.9723 2.3709 0.0 0.0 0.0
H 3.4092 2.1714 4.1217 0.0 0.0 0.0
H 5.8065 1.9496 3.5421 0.0 0.0 0.0
H 6.4725 1.5574 1.1936 0.0 0.0 0.0
H 4.7747 1.3584 -0.5599 0.0 0.0 0.0
I 4.6663 -3.0792 4.7875 0.1 -0.1 0.1
C 3.1415 -2.2019 3.7384 -0.1 0.0 -0.1
C 1.9764 -1.6776 4.2445 0.0 0.1 0.0
N 1.2784 -1.1996 3.1981 0.0 0.1 0.0
N 1.9354 -1.3732 2.0381 0.0 -0.3 0.0
C 3.0654 -1.9972 2.3519 0.0 0.2 0.0
H 1.6107 -1.6031 5.2543 0.0 0.0 0.0
H 0.3927 -0.7210 3.2138 0.0 0.0 0.0
H 3.7873 -2.2468 1.5868 0.0 0.0 0.0
Se 5.4832 -2.4933 -0.8646 -0.2 0.0 0.0
C 3.7262 -2.4480 -1.0601 0.2 0.1 0.0
N 2.5590 -2.3688 -1.1806 0.1 -0.2 -0.1